The following is a quantum chemistry calculation of a cluster of 2 separate species, C7H9BrN2 in total, from OMol25.

Bonds (Å) are listed after each position.
Geometry (Å):
1 N -0.00855 -0.37277 2.42742  C11 1.283, N14 1.355
2 H -2.02544 -0.38302 -2.42665  C6 1.129
3 H 1.86070 -2.61689 2.22970  Br19 1.329
4 H -0.46578 1.43284 -3.66391  C7 1.089
5 H 1.84199 1.62892 -0.10698  C13 1.115
6 C -1.12715 0.13914 -1.98425  H2 1.129, C7 1.369, C10 1.357
7 C -0.38200 1.08459 -2.63524  H4 1.089, C6 1.369, C18 1.403
8 H -1.51003 -1.15706 -0.44165  C10 1.109
9 C 0.25950 0.23754 -0.10155  C10 1.392, C11 1.537, C13 1.377
10 C -0.80608 -0.36415 -0.76518  C6 1.357, H8 1.109, C9 1.392
11 C 0.62962 -0.17196 1.33304  N1 1.283, C9 1.537, H17 1.102
12 H 1.17386 2.62473 -2.26138  C18 1.101
13 C 0.97476 1.25187 -0.69852  H5 1.115, C9 1.377, C18 1.359
14 N -1.32933 -0.66637 2.50150  N1 1.355, H15 1.044, H16 0.985
15 H -1.55555 -0.81831 3.50964  N14 1.044
16 H -1.87498 0.05421 2.10952  N14 0.985
17 H 1.66954 -0.10328 1.69152  C11 1.102
18 C 0.68403 1.68837 -1.95177  C7 1.403, H12 1.101, C13 1.359
19 Br 1.99088 -3.48839 1.23475  H3 1.329

Properties
Net charge: 0
Maximum force in eV/Å: 3.36
LUMO energy in hartree: 0.030
SMILES: N/N=C\c1ccccc1.Br
Highest occupied orbital energy in eV: -8.7

=====

The following is a quantum chemistry calculation of the molecule C7H9BrN4P2, from OMol25.

Bonds (Å) are listed after each position.
Geometry (Å):
1 N -0.46308 -2.37087 0.06756  C4 1.352, C17 1.332
2 C 0.42210 1.27101 0.15180  H6 1.073, C11 1.412, C21 1.369
3 N 1.53866 -0.66459 0.01543  N9 1.297, C11 1.414, C19 1.364
4 C 0.84226 -2.72048 0.03664  N1 1.352, N9 1.297, H23 1.111
5 P -2.72921 0.80646 -0.38099  H8 1.480, H12 1.475, N18 1.718
6 H -0.37419 1.97381 0.30585  C2 1.073
7 Br 4.22731 -0.16209 -0.47336  C19 1.929
8 H -3.77857 0.35277 -1.32101  P5 1.480
9 N 1.85055 -1.91756 -0.11007  N3 1.297, C4 1.297
10 H -4.08117 -1.46229 -0.94736  P20 1.483
11 C 0.23735 -0.12903 0.15386  C2 1.412, N3 1.414, C17 1.396
12 H -3.63815 0.63846 0.76836  P5 1.475
13 H 2.33330 3.50292 -0.47133  C16 1.036
14 H 1.81896 3.21411 1.18379  C16 1.106
15 H -3.62974 -2.02399 0.78952  P20 1.372
16 C 2.45080 2.87284 0.34298  H13 1.036, H14 1.106, C21 1.493, H22 1.094
17 C -0.78439 -1.07852 0.09482  N1 1.332, C11 1.396, N18 1.350
18 N -2.06092 -0.76690 -0.21282  P5 1.718, C17 1.350, P20 1.806
19 C 2.40742 0.37663 -0.12936  N3 1.364, Br7 1.929, C21 1.383
20 P -2.99266 -2.30292 -0.39298  H10 1.483, H15 1.372, N18 1.806
21 C 1.76042 1.55917 0.17835  C2 1.369, C16 1.493, C19 1.383
22 H 3.50039 2.77267 0.63300  C16 1.094
23 H 1.14259 -3.74159 -0.28269  C4 1.111

Properties
Net charge: 0
Maximum force in eV/Å: 3.01
LUMO energy in hartree: 0.017
SMILES: Cc1cc2c(N(P)P)ncnn2c1Br
Highest occupied orbital energy in eV: -8.2

=====

The following is a quantum chemistry calculation of a cluster of 2 separate species, C7H9BrO in total, from OMol25.

Bonds (Å) are listed after each position.
Geometry (Å):
1 Br 0.32140 -4.46466 -1.14135  C14 1.936
2 H -1.89644 4.09245 -1.32748  C5 1.089
3 H -1.14734 2.48128 -1.57915  C5 1.207
4 H -1.17412 -1.73168 -0.80088  C16 1.173
5 C -1.30850 3.36332 -0.77109  H2 1.089, H3 1.207, C8 1.321
6 C 1.15772 -1.49018 -0.78239  H11 1.050, C12 1.550, C14 1.507, C16 1.577
7 H 1.69906 -1.86444 1.41242  C12 1.146
8 C -1.20217 3.05010 0.50775  C5 1.321, C9 1.464, H13 1.092
9 C -0.57694 1.87478 1.11692  C8 1.464, O15 1.216, H18 1.121
10 H -0.28473 -1.19991 0.93047  C16 1.108
11 H 1.53310 -1.22424 -1.72595  C6 1.050
12 C 1.88191 -2.25916 0.35204  C6 1.550, H7 1.146, C14 1.449, H17 1.115
13 H -1.66935 3.70679 1.24399  C8 1.092
14 C 0.66299 -2.79685 -0.21856  Br1 1.936, C6 1.507, C12 1.449, C16 1.479
15 O -0.44112 1.67590 2.30839  C9 1.216
16 C -0.24908 -1.63974 -0.08609  H4 1.173, C6 1.577, H10 1.108, C14 1.479
17 H 2.90733 -2.63042 0.11922  C12 1.115
18 H -0.21368 1.05667 0.44174  C9 1.121

Properties
Net charge: 0
Maximum force in eV/Å: 5.13
LUMO energy in hartree: -0.003
SMILES: Br[C@]12C[C@@H]1C2.C=CC=O
Highest occupied orbital energy in eV: -9.1

=====

DFT total energy values, unit eV, following the record order: -80425.49011 -101982.68566 -79490.32438.
Relative energy (zero: lowest compared OMol25 entry of this formula, charge and spin) values, unit eV, following the record order: 1.367 0.000 3.399.
Frontier orbital gap values, unit eV, following the record order: 9.52 8.66 9.07.